--- A ---
Formula: C4H9N2O
Source: OMol25
Level of theory: the ωB97M-V functional and the def2-TZVPD basis

Last column: natural (NBO) charge in e.
Element x y z (Å)
C 0.99 1.21 0.73  -0.436
C 0.00 1.16 -0.44  -0.211
C 0.32 -0.05 1.26  -0.208
C -0.35 -2.53 -0.94  0.292
N 0.13 -3.74 -0.98  -0.371
N -0.80 0.06 0.27  -0.517
O -0.15 -2.84 -2.22  -0.313
H 2.08 1.04 0.42  0.254
H 0.83 2.00 1.51  0.244
H -0.43 2.14 -0.68  0.255
H 0.37 0.63 -1.38  0.236
H 0.85 -0.89 0.99  0.220
H 0.10 -0.11 2.33  0.243
H -1.04 -0.68 -0.30  0.443
H -0.14 -4.68 -0.82  0.442
H -1.67 0.27 0.71  0.426

The HOMO energy is -14.74 eV. As for the frontier orbital gap: 11.36 eV. The value obtained for the LUMO energy is -3.387 eV. The net charge is +1.

--- B ---
Formula: C4H9N2O
Source: OMol25
Level of theory: the ωB97M-V functional and the def2-TZVPD basis

Last column: natural (NBO) charge in e.
Element x y z (Å)
C 1.33 -0.25 0.11  0.399
C -0.33 1.41 -0.51  0.079
C -1.86 0.08 0.75  0.177
C -1.79 -0.88 -0.16  -0.554
N 1.07 1.03 -0.07  -0.549
N 2.50 -0.72 0.40  -0.688
O -1.22 1.29 0.61  -0.486
H -0.40 2.40 -0.71  0.222
H -0.73 0.90 -1.43  0.213
H -2.29 0.13 1.67  0.209
H -1.40 -0.76 -1.09  0.190
H -2.29 -1.82 0.01  0.242
H 0.62 -1.09 -0.02  0.255
H 1.83 1.71 -0.06  0.435
H 2.61 -1.65 0.76  0.449
H 3.14 0.04 0.53  0.408

The HOMO energy is -13.18 eV. As for the frontier orbital gap: 9.42 eV. The structure (SMILES) is C=COCNC=[NH2+]. The value obtained for the LUMO energy is -3.760 eV. The net charge is +1.

Most stable: B

--- A ---
Formula: C5H16N2O2
Source: OMol25
Level of theory: the ωB97M-V functional and the def2-TZVPD basis

Last column: natural (NBO) charge in e.
Element x y z (Å)
N 1.82 -0.90 -1.74  -0.875
C 0.85 -0.53 -0.72  -0.048
C 0.07 0.74 -1.23  -0.416
C -1.02 1.31 -0.23  -0.060
O -1.93 2.17 -0.80  -0.742
C 1.50 -0.32 0.70  -0.265
N 1.09 -1.67 1.46  -0.637
C 0.32 -1.31 2.69  -0.417
H 2.45 -1.62 -1.53  0.371
H 2.17 -0.16 -2.39  0.376
H 0.06 -1.38 -0.61  0.203
H 0.77 1.59 -1.54  0.178
H -0.41 0.41 -2.04  0.203
H -1.54 0.41 0.16  0.180
H -0.27 1.85 0.49  0.164
H -1.63 3.16 -0.76  0.498
H 1.23 0.67 1.22  0.191
H 2.63 -0.26 0.57  0.198
H 1.98 -2.05 1.61  0.354
H -0.15 -2.13 3.32  0.205
H 0.86 -0.73 3.35  0.170
H -0.64 -0.67 2.41  0.185
H -3.25 -0.29 -1.22  0.451
H -3.14 1.21 -1.59  0.487
O -3.82 0.50 -1.57  -0.953

The HOMO energy is -8.93 eV. As for the frontier orbital gap: 9.42 eV. The structure (SMILES) is CNC[C@H](N)CCO.O. The value obtained for the LUMO energy is 0.493 eV.

--- B ---
Formula: C5H16N2O2
Source: OMol25
Level of theory: the ωB97M-V functional and the def2-TZVPD basis

Last column: natural (NBO) charge in e.
Element x y z (Å)
C 0.93 0.57 1.60  0.296
C -0.77 1.65 0.00  -0.185
C 2.19 0.87 0.88  -0.707
C -2.07 1.29 0.67  -0.663
N 0.51 -0.67 1.67  -0.637
H 0.53 1.29 2.31  0.189
H -0.34 -0.84 2.20  0.390
H 0.72 -1.37 0.77  0.490
H -0.89 2.02 -1.01  0.207
H -0.19 2.42 0.51  0.189
H 2.31 0.20 0.04  0.293
H 3.03 0.76 1.57  0.247
H 2.19 1.90 0.51  0.228
H -2.78 2.12 0.65  0.227
H -2.54 0.44 0.18  0.234
H -1.93 1.02 1.72  0.187
C -0.77 -0.31 -1.94  -0.291
N 0.49 -2.93 -1.34  -0.545
O 1.14 -2.10 -0.49  -0.778
O -0.08 0.02 -0.80  -0.545
H 1.13 -3.29 -2.05  0.316
H 0.02 -3.69 -0.86  0.304
H -0.47 -1.36 -2.19  0.271
H -0.53 0.33 -2.81  0.143
H -1.86 -0.33 -1.80  0.140

The HOMO energy (alpha / beta) is -5.49 / -5.49 eV. As for the frontier orbital gap (alpha / beta): 5.35 / 5.35 eV. The value obtained for the LUMO energy (alpha / beta) is -0.140 / -0.140 eV.

Most stable: A

--- A ---
Formula: C2H2N3P
Source: OMol25
Level of theory: the ωB97M-V functional and the def2-TZVPD basis

Last column: natural (NBO) charge in e.
Element x y z (Å)
C 1.12 -1.09 0.01  0.392
C -0.83 -0.58 0.85  0.400
N 1.95 -1.90 -0.12  -0.342
N -1.75 -0.73 1.52  -0.321
N 0.24 -0.18 0.19  -0.689
P 0.26 1.41 -1.10  0.583
H 0.04 2.02 0.14  -0.007
H -1.04 1.05 -1.49  -0.016

The HOMO energy is -10.16 eV. As for the frontier orbital gap: 8.53 eV. The structure (SMILES) is N#CN(P)C#N. The value obtained for the LUMO energy is -1.625 eV.

--- B ---
Formula: C2H2N3P
Source: OMol25
Level of theory: the ωB97M-V functional and the def2-TZVPD basis

Last column: natural (NBO) charge in e.
Element x y z (Å)
C -1.37 -0.81 -0.35  0.399
C -0.31 1.23 0.14  0.402
N -2.34 -1.29 -0.66  -0.294
N -0.42 2.35 0.37  -0.299
N -0.27 -0.17 0.07  -0.752
P 1.31 -0.72 -0.45  0.551
H 1.53 -1.20 0.92  -0.017
H 1.89 0.63 -0.04  0.010

The HOMO energy is -10.56 eV. As for the frontier orbital gap: 10.34 eV. The structure (SMILES) is N#CN(P)C#N. The value obtained for the LUMO energy is -0.219 eV.

Most stable: B